C3H4N2O in the gas phase. Source: the OMol25 dataset; level of theory: ωB97M-V/def2-TZVPD.

Each atom is followed by the atoms it is bonded to, with distances in Å.
Geometry (Å):
1 C -0.169 -1.017 0.141  H2 1.078, C5 1.367, N9 1.384
2 H -0.228 -2.085 0.269  C1 1.078
3 H -1.508 1.910 -0.254  C8 1.082
4 H -2.240 -0.500 0.026  N9 1.007
5 C 0.889 -0.155 0.051  C1 1.367, O6 1.352, N7 1.363
6 O 2.199 -0.480 0.114  C5 1.352, H10 0.966
7 N 0.477 1.134 -0.118  C5 1.363, C8 1.316
8 C -0.837 1.069 -0.134  H3 1.082, N7 1.316, N9 1.351
9 N -1.279 -0.199 0.021  C1 1.384, H4 1.007, C8 1.351
10 H 2.688 0.318 -0.130  O6 0.966

Its LUMO energy is 0.93 eV. As for the SMILES: Oc1c[nH]cn1. The total charge is 0. The energy above the lowest of the compared OMol25 structures with the same formula, charge and spin is 10.32 kcal/mol. Its spin multiplicity is 1. For the HOMO energy, the calculation gives -0.30456 Ha.

These are the natural (NBO) partial charges, in e, on atoms 1 to 4: -0.204, 0.223, 0.197, 0.418